[1]
19
Properties=species:S:1:pos:R:3:nbo_charge:R:1 method="wB97M-V/def2-TZVPD" de_lowest_ev=2.0235 total_charge=0 gap_ev=7.9 energy_ev=-34984.6248 e_lumo_ev=-0.18
C -0.21 0.37 -0.14 0.3148
N -0.75 1.53 0.02 -0.4971
C -1.46 1.55 1.18 0.2222
N -1.52 0.72 2.17 -0.5136
C -2.32 1.14 3.15 -0.0319
C -2.90 2.42 3.04 -0.4788
S -2.38 3.04 1.49 0.3727
N 0.56 0.20 -1.32 -0.5932
C 1.36 -0.88 -1.65 0.1716
N 1.91 -0.86 -2.91 -0.4850
C 2.61 -1.99 -2.94 -0.0359
C 2.69 -2.83 -1.97 -0.4583
S 1.73 -2.14 -0.62 0.3944
H -0.13 -0.53 0.59 0.2164
H -2.51 0.62 4.27 0.2131
H -3.63 2.91 3.81 0.2635
H 0.44 0.83 -2.19 0.4452
H 3.29 -2.15 -3.99 0.2092
H 3.21 -3.93 -1.98 0.2706

=====

[2]
77
Properties=species:S:1:pos:R:3:lowdin_charge:R:1 method="wB97M-V/def2-TZVPD" de_lowest_ev=0.0209 total_charge=0 gap_ev=7.8 energy_ev=-48028.1049 smiles="CCOC(=O)C(C(=O)OCC)(C(C)C)C(c1cn(C)c2ccc(OC)cc12)c1cn(C)c2ccc(OC)cc12" e_lumo_ev=0.55
C -5.10 -0.24 -1.20 -0.0576
C -4.34 0.60 -0.22 -0.1834
O -3.09 -0.10 0.05 -0.0028
C -2.12 0.65 0.58 -0.3997
O -2.22 1.88 0.65 0.0696
C -0.83 -0.07 1.05 -0.1378
C -1.00 -1.54 0.63 -0.3760
O -1.47 -1.92 -0.44 0.1242
O -0.47 -2.43 1.49 -0.0646
C -0.19 -3.78 0.96 -0.1896
C -1.44 -4.58 0.76 -0.0683
C -0.58 0.10 2.59 -0.3527
C -1.51 -0.67 3.47 -0.0425
C -0.46 1.56 2.95 -0.0284
C 0.40 0.50 0.30 -0.1324
C 0.50 -0.07 -1.08 -0.1175
C 1.40 -1.01 -1.53 0.0050
N 0.98 -1.46 -2.77 -0.1000
C 1.55 -2.61 -3.45 -0.0223
C -0.13 -0.73 -3.18 -0.1585
C -0.93 -0.86 -4.31 -0.0072
C -2.04 -0.01 -4.43 -0.0124
C -2.31 0.94 -3.41 -0.2709
O -3.42 1.74 -3.44 -0.1298
C -3.94 2.14 -4.72 -0.0677
C -1.50 1.06 -2.27 0.0660
C -0.44 0.19 -2.14 -0.1090
C 1.67 0.21 1.05 -0.1407
C 2.08 -1.02 1.54 -0.0152
N 3.28 -0.87 2.20 -0.0989
C 4.01 -1.94 2.83 -0.0203
C 3.66 0.47 2.17 -0.1666
C 4.78 1.08 2.72 -0.0139
C 4.94 2.45 2.53 -0.0052
C 4.00 3.17 1.73 -0.2687
O 4.36 4.44 1.44 -0.1051
C 3.60 5.14 0.43 -0.0671
C 2.81 2.55 1.23 0.0402
C 2.67 1.19 1.44 -0.1088
H -6.17 -0.01 -1.12 0.0795
H -4.81 0.00 -2.23 0.0665
H -4.96 -1.31 -1.03 0.0862
H -4.14 1.59 -0.63 0.1207
H -4.87 0.67 0.74 0.1309
H 0.35 -3.66 0.01 0.1198
H 0.46 -4.22 1.72 0.1250
H -1.18 -5.57 0.38 0.0820
H -1.98 -4.71 1.70 0.0854
H -2.08 -4.07 0.02 0.0758
H 0.39 -0.37 2.78 0.1209
H -1.48 -1.72 3.18 0.0728
H -1.13 -0.61 4.50 0.0913
H -2.53 -0.28 3.43 0.0923
H 0.38 2.04 2.43 0.0716
H -1.37 2.09 2.67 0.0795
H -0.27 1.66 4.03 0.0923
H 0.32 1.60 0.22 0.1578
H 2.29 -1.39 -1.03 0.1339
H 0.94 -2.80 -4.33 0.0772
H 2.59 -2.42 -3.74 0.0918
H 1.53 -3.49 -2.79 0.0889
H -0.70 -1.60 -5.07 0.1001
H -2.67 -0.05 -5.32 0.1027
H -4.60 2.97 -4.50 0.0870
H -3.12 2.47 -5.39 0.0987
H -4.49 1.31 -5.18 0.0854
H -1.69 1.83 -1.52 0.1229
H 1.64 -2.02 1.45 0.1292
H 4.83 -1.55 3.43 0.0797
H 3.33 -2.51 3.48 0.0933
H 4.41 -2.63 2.07 0.0923
H 5.49 0.50 3.29 0.1001
H 5.80 2.98 2.91 0.1146
H 4.12 6.09 0.33 0.0878
H 3.59 4.59 -0.52 0.0971
H 2.57 5.30 0.77 0.0902
H 2.07 3.11 0.65 0.1130

=====

[3]
48
Properties=species:S:1:pos:R:3:lowdin_spin:R:1 method="wB97M-V/def2-TZVPD" total_charge=+2 gap_ev="5.9 / 6.0" energy_ev=-34865.7994 multiplicity=5 e_lumo_ev="-9.16 / -9.68" s_squared=6.02
H -0.03 3.13 0.83 -0.0001
N 0.25 1.72 -0.77 0.1099
B 0.76 0.82 -3.13 0.0022
N 0.59 1.94 -2.14 0.0213
C 0.76 3.24 -2.36 0.0487
Os -0.24 -0.22 -0.32 2.6216
H 1.03 3.56 -3.35 0.0027
C 0.52 3.92 -1.19 0.0248
H 0.56 4.99 -1.09 0.0009
C 0.21 2.99 -0.21 0.0181
H 1.22 1.19 -4.16 -0.0002
C -2.18 -2.93 1.56 0.0343
H -2.54 -3.21 2.56 0.0023
H -1.13 -3.16 1.36 0.0034
H -2.89 -3.31 0.81 0.0009
N -0.63 0.25 -3.42 0.0092
N 1.60 -0.31 -2.55 0.0240
N -1.38 -0.27 -2.38 0.1009
N 1.46 -0.77 -1.21 0.0903
C -1.28 0.16 -4.59 0.0238
C 2.60 -0.95 -3.12 0.0593
H -0.81 0.52 -5.51 0.0015
H 2.86 -0.73 -4.13 0.0032
C -2.50 -0.39 -4.35 0.0101
C 3.14 -1.84 -2.22 0.0297
C -2.57 -0.67 -2.99 0.0171
C 2.45 -1.74 -1.03 0.0129
H -3.27 -0.55 -5.10 0.0006
H 3.95 -2.50 -2.41 0.0007
H -3.43 -1.10 -2.50 0.0003
H 2.55 -2.24 -0.08 -0.0004
H -2.08 -1.84 1.45 0.0265
C -2.35 0.84 3.88 0.0178
Si -0.75 -0.14 3.74 0.0694
C 0.64 0.89 4.53 0.0103
C -0.90 -1.69 4.83 0.0115
C -0.26 -0.45 1.63 0.4528
H -2.59 1.09 4.92 0.0032
H -3.20 0.26 3.48 -0.0002
H -2.29 1.78 3.32 -0.0001
H 0.43 1.14 5.58 0.0016
H 1.58 0.33 4.51 -0.0001
H 0.79 1.83 4.00 0.0002
H -1.72 -2.35 4.50 0.0000
H 0.03 -2.27 4.80 0.0000
H -1.07 -1.42 5.88 0.0022
H 0.13 0.59 1.82 0.0757
H 0.51 -1.16 2.06 0.0551

=====

[4]
18
Properties=species:S:1:pos:R:3:lowdin_spin:R:1 method="wB97M-V/def2-TZVPD" de_lowest_ev=4.0123 total_charge=-2 gap_ev="5.3 / 5.8" energy_ev=-10926.3527 multiplicity=2 e_lumo_ev="6.79 / 6.71" s_squared=0.76
C 0.14 -0.85 0.41 0.0242
C 1.09 -1.37 -0.67 0.0006
C 2.53 -0.81 -0.66 0.0026
O 3.17 -1.02 0.53 0.0016
C -0.80 0.29 -0.06 0.1238
N -1.33 1.01 1.17 0.5496
C -2.47 1.82 0.78 0.0622
O -1.47 0.15 -1.14 0.0913
H -0.55 -1.55 0.87 0.0070
H 0.74 -0.41 1.22 0.0003
H 1.26 -2.43 -0.51 0.0001
H 0.58 -1.25 -1.63 0.0002
H 3.05 -1.38 -1.48 0.0003
H 2.57 0.27 -0.96 0.0022
H -0.22 1.38 0.12 0.0992
H -3.42 1.27 0.82 0.0240
H -2.50 2.71 1.43 0.0000
H -2.37 2.16 -0.26 0.0106

=====

[5]
16
Properties=species:S:1:pos:R:3:nbo_charge:R:1 method="wB97M-V/def2-TZVPD" de_lowest_ev=1.7074 total_charge=0 gap_ev=9.1 energy_ev=-18221.6055 smiles="C=CC1(S)C=CC=C1" e_lumo_ev=0.54
C -2.48 -0.79 -0.07 -0.3802
C -1.16 -0.92 0.12 -0.1951
C -0.14 0.21 -0.09 -0.1922
S -0.82 2.01 -0.17 -0.0126
C 0.76 0.08 -1.24 -0.2227
C 2.04 -0.01 -0.81 -0.1948
C 2.12 0.18 0.64 -0.2454
C 0.86 0.29 1.12 -0.1617
H -3.16 -1.58 0.04 0.1978
H -2.98 0.17 -0.43 0.2121
H -0.66 -1.87 0.30 0.2171
H -1.36 1.99 0.98 0.1061
H 0.50 -0.07 -2.26 0.2253
H 2.87 -0.04 -1.48 0.2133
H 3.02 0.08 1.23 0.2204
H 0.59 0.27 2.12 0.2125

=====

[6]
53
Properties=species:S:1:pos:R:3:lowdin_spin:R:1 method="wB97M-V/def2-TZVPD" de_lowest_ev=0.2432 total_charge=+1 gap_ev="10.6 / 6.0" energy_ev=-31806.5696 multiplicity=2 e_lumo_ev="-3.07 / -7.63" s_squared=0.75
C 2.20 0.44 1.96 0.0641
N 1.59 -0.57 1.10 0.5766
C 0.32 -0.20 0.54 0.0669
C 1.61 -1.86 1.77 0.0707
C 2.35 -1.66 3.12 0.0213
C 3.04 -0.30 3.01 0.0027
H 2.64 1.26 1.39 0.0151
H 1.44 0.97 2.55 0.0355
H -0.40 0.22 1.26 0.0340
H 0.40 0.44 -0.34 0.0175
H -0.15 -1.09 0.14 0.0010
H 0.60 -2.26 1.85 0.0136
H 2.26 -2.55 1.24 0.0329
H 1.57 -1.70 3.89 0.0040
H 3.04 -2.48 3.28 -0.0004
H 4.01 -0.48 2.56 -0.0001
H 3.10 0.25 3.94 -0.0001
H 1.97 -1.53 -2.32 0.0000
H 1.27 -2.32 -3.50 0.0000
O 1.30 -1.48 -3.05 0.0001
H -1.16 0.34 -2.41 0.0000
H -0.28 -0.99 -2.57 0.0000
O -1.17 -0.63 -2.37 0.0008
H 3.93 -1.42 -0.67 0.0001
H 2.58 -0.75 -0.60 0.0054
O 3.22 -1.10 -1.24 0.0248
H 0.14 2.36 -1.07 0.0000
H 0.86 1.90 -2.40 0.0000
O -0.03 1.96 -1.96 0.0041
H -3.38 -0.26 1.30 -0.0001
H -2.67 -0.89 2.46 -0.0002
O -2.94 -0.01 2.13 0.0063
H -3.71 1.43 -1.53 0.0000
H -3.93 0.04 -1.96 0.0000
O -4.13 0.61 -1.20 0.0000
H 2.67 0.80 -3.08 0.0000
H 1.43 0.74 -3.95 0.0000
O 2.14 1.32 -3.65 0.0000
H -1.44 2.17 -2.96 0.0000
H -2.56 1.84 -3.90 0.0000
O -2.42 2.17 -3.01 0.0000
H 0.42 4.10 0.02 0.0000
H -0.34 3.20 1.04 0.0001
O 0.39 3.21 0.39 0.0003
H -2.31 -1.44 -1.31 0.0000
H -3.65 -1.17 -0.69 0.0000
O -3.05 -1.92 -0.86 0.0001
H -1.36 2.55 3.20 0.0000
H -2.19 2.39 1.92 -0.0001
O -1.47 2.92 2.32 0.0021
H -2.70 -3.43 1.91 0.0000
H -2.69 -2.48 0.67 0.0000
O -2.36 -2.61 1.60 0.0010

=====

[7]
54
Properties=species:S:1:pos:R:3:nbo_charge:R:1 method="wB97M-V/def2-TZVPD" de_lowest_ev=2.9801 total_charge=0 gap_ev=3.7 energy_ev=-24213.8560 e_lumo_ev=-0.13
C -2.50 -0.10 2.37 -0.4085
N -1.63 -0.61 1.31 -0.6554
C -0.23 -0.83 1.75 -0.2354
C 0.52 0.44 2.24 -0.7340
C 1.46 0.05 3.40 -0.4211
C 0.92 0.28 4.81 -0.3978
C 0.01 -0.83 5.35 -0.5303
C 0.72 -1.77 6.29 0.7948
O 1.43 -1.44 7.13 -0.5685
O 0.46 -3.08 6.09 -0.6857
H -2.38 -0.61 3.32 0.1628
H -2.33 0.95 2.50 0.1966
H -3.53 -0.21 2.05 0.1783
H -1.99 -1.53 1.08 0.3311
H -0.13 -1.65 2.48 0.1118
H 0.30 -1.19 0.85 0.1275
H -0.18 1.19 2.62 0.1345
H 2.32 0.71 3.32 0.1868
H 1.85 -0.96 3.26 0.1714
H 1.76 0.36 5.49 0.2072
H 0.39 1.22 4.85 0.1958
H -0.47 -1.40 4.56 0.1948
H -0.79 -0.37 5.92 0.2289
H -0.23 -3.15 5.43 0.4761
C -0.96 2.25 -0.30 -0.6222
C 0.45 1.84 -0.73 -0.4763
C 0.72 1.84 -2.22 -0.1999
N 0.25 0.61 -2.98 -0.2101
C 1.40 -0.36 -3.07 -0.2154
C 1.11 -1.55 -3.97 -0.4278
C 0.67 -1.12 -5.36 -0.4011
C -0.48 -0.12 -5.28 -0.4280
C -0.13 1.05 -4.37 -0.2066
C -0.92 -0.04 -2.32 -0.4361
H -1.69 1.46 -0.40 0.2157
H -0.95 2.51 0.76 0.2556
H -1.31 3.13 -0.86 0.1784
H 0.73 0.89 -0.27 0.2749
H 1.13 2.58 -0.29 0.2471
H 1.80 1.90 -2.39 0.2147
H 0.28 2.72 -2.70 0.2070
H 2.25 0.20 -3.47 0.2133
H 1.64 -0.67 -2.05 0.2487
H 2.01 -2.16 -4.04 0.2417
H 0.36 -2.20 -3.52 0.2135
H 0.37 -1.98 -5.95 0.2288
H 1.51 -0.65 -5.88 0.2035
H -1.39 -0.61 -4.95 0.2124
H -0.70 0.27 -6.28 0.2377
H -0.98 1.73 -4.27 0.2272
H 0.72 1.60 -4.77 0.2169
H -1.75 0.65 -2.34 0.2318
H -0.66 -0.33 -1.31 0.2788
H -1.20 -0.94 -2.87 0.2141

=====

[8]
9
Properties=species:S:1:pos:R:3:nbo_charge:R:1 method="wB97M-V/def2-TZVPD" de_lowest_ev=2.2587 total_charge=-1 gap_ev=7.0 energy_ev=-37138.2860 e_lumo_ev=3.30
C 0.69 1.15 -0.21 0.1405
C 0.04 0.10 0.66 -0.3193
C -0.41 -1.09 0.31 -0.2221
N 1.05 1.02 -1.41 -0.6231
S -0.13 0.28 2.30 -0.3033
S -2.82 -2.90 -0.32 -0.6155
S -0.91 -2.59 0.14 0.4577
H 1.02 2.14 0.38 0.1510
H 1.46 1.87 -1.84 0.3342

=====

[9]
99
Properties=species:S:1:pos:R:3:lowdin_spin:R:1 method="wB97M-V/def2-TZVPD" de_lowest_ev=1.3806 total_charge=0 gap_ev="7.0 / 7.1" energy_ev=-181784.2443 multiplicity=2 e_lumo_ev="-0.43 / -0.39" s_squared=0.75
Ti -0.28 -0.23 -0.45 0.9640
O -2.20 -1.46 -2.53 0.0093
S -1.13 -2.41 -2.66 0.0013
O -0.79 -2.87 -3.98 0.0007
N 0.17 -1.77 -1.92 -0.0034
C 1.41 -2.32 -2.32 0.0005
C 1.72 -3.65 -2.20 -0.0007
C 2.98 -4.16 -2.59 0.0000
C 3.95 -3.34 -3.09 -0.0006
C 3.67 -1.96 -3.24 0.0001
C 4.61 -1.06 -3.78 -0.0001
C 4.28 0.26 -3.92 0.0002
C 2.99 0.67 -3.51 0.0000
N 2.10 -0.13 -3.00 0.0018
C 2.41 -1.44 -2.86 0.0000
C -1.61 -3.86 -1.73 0.0000
C -2.56 -4.68 -2.32 0.0000
C -3.01 -5.80 -1.64 0.0000
C -2.50 -6.10 -0.38 0.0000
C -1.55 -5.27 0.20 0.0000
C -1.11 -4.14 -0.47 -0.0001
H 0.99 -4.35 -1.81 0.0000
H 3.17 -5.22 -2.48 0.0000
H 4.92 -3.72 -3.39 0.0000
H 5.59 -1.43 -4.08 0.0000
H 4.97 0.98 -4.35 0.0000
H 2.70 1.71 -3.63 0.0000
H -2.94 -4.45 -3.31 0.0000
H -3.75 -6.45 -2.09 0.0000
H -2.85 -6.98 0.15 0.0000
H -1.16 -5.50 1.18 0.0000
H -0.38 -3.48 -0.03 0.0001
C 2.66 -1.26 0.61 0.0018
C 1.67 -1.31 1.73 0.0072
C 2.11 -1.52 3.06 -0.0006
C 1.21 -1.44 4.08 0.0051
C -0.16 -1.23 3.80 -0.0004
C -1.14 -1.15 4.81 0.0001
C -2.46 -1.02 4.45 -0.0006
C -2.84 -0.98 3.10 0.0001
C -1.92 -1.07 2.08 0.0006
S -2.38 -1.20 0.40 -0.0155
C -0.55 -1.14 2.45 0.0005
N 0.40 -1.13 1.45 0.0008
H 3.67 -1.11 0.98 0.0001
H 2.43 -0.45 -0.09 0.0007
H 2.64 -2.20 0.04 0.0002
H 3.16 -1.68 3.24 -0.0001
H 1.53 -1.54 5.11 0.0003
H -0.84 -1.21 5.85 0.0000
H -3.22 -0.95 5.22 0.0000
H -3.89 -0.92 2.85 0.0000
O -1.18 1.56 0.44 0.0024
N -1.89 1.73 -0.60 0.0019
O -2.89 2.38 -0.61 0.0001
O -1.47 1.08 -1.61 0.0054
C 3.70 2.45 3.45 0.0000
C 3.18 1.88 2.30 0.0001
N 1.89 1.59 2.16 0.0008
C 1.06 1.88 3.16 0.0000
C 1.48 2.45 4.37 0.0000
C 2.84 2.72 4.50 0.0000
C 0.62 2.72 5.53 0.0000
C -0.69 2.90 5.69 0.0000
C -1.80 3.01 4.73 0.0000
C -3.10 2.82 5.18 0.0000
C -4.12 2.97 4.25 0.0000
N -3.88 3.29 2.98 0.0000
C -2.61 3.46 2.65 0.0000
N -1.55 3.34 3.46 0.0000
H 4.76 2.67 3.52 0.0000
H 3.82 1.64 1.46 0.0000
H 0.02 1.64 3.00 0.0000
H 3.22 3.14 5.42 0.0000
H 1.19 2.77 6.45 0.0000
H -1.02 3.03 6.72 0.0000
H -3.31 2.56 6.21 0.0000
H -5.16 2.83 4.53 0.0000
H -2.40 3.71 1.62 0.0000
C 1.98 3.94 -1.24 0.0014
C 1.54 2.58 -1.01 0.0079
N 1.16 1.52 -0.82 0.0058
H 2.80 4.19 -0.55 0.0004
H 1.13 4.60 -1.08 0.0000
H 2.31 4.06 -2.27 0.0004
C -3.50 1.92 -3.76 0.0000
As -1.77 2.53 -4.39 0.0000
C -0.71 0.94 -4.70 0.0000
C -2.14 3.19 -6.17 0.0000
S -0.83 4.04 -3.28 0.0002
H -4.14 1.78 -4.62 0.0000
H -3.91 2.68 -3.10 0.0000
H -3.37 0.99 -3.21 0.0000
H -1.14 0.40 -5.54 0.0000
H -0.71 0.31 -3.82 0.0000
H 0.30 1.26 -4.93 0.0000
H -2.60 2.41 -6.78 0.0000
H -1.20 3.50 -6.62 0.0000
H -2.80 4.04 -6.09 0.0000